# 1
Here is a cluster of 2 separate species, C2HCl2N2O in total at a distorted geometry from the OMol25 dataset. Energies are from ωB97M-V/def2-TZVPD.

Last column: Löwdin spin population.
Geometry (Å):
1 C 0.576 -0.650 -0.569  0.23
2 C 0.712 0.693 -0.051  0.29
3 N -2.335 -1.027 1.025  0.00
4 N -1.278 -1.040 0.732  0.00
5 O 0.542 -1.630 -1.153  0.18
6 Cl 0.226 1.005 1.605  0.08
7 Cl -0.177 1.792 -1.307  1.19
8 H 1.735 0.857 -0.282  0.02

## Properties
highest occupied orbital energy (alpha / beta): -13.00 / -16.99 eV
energy relative to the best compared isomer or geometry (same formula, charge and spin): 0.0 kcal per mole
HOMO-LUMO gap (alpha / beta): 7.69 / 6.21 eV
charge: +1
E_tot: -1181.462822 hartree
spin multiplicity: 3

# 2
Here is a cluster of 2 separate species, C2HCl2NO in total at a distorted geometry from the OMol25 dataset. Energies are from ωB97M-V/def2-TZVPD.

Last column: Löwdin charge in e.
Geometry (Å):
1 C 2.757 0.643 -0.597  -0.85
2 C -0.442 -1.456 -1.256  -0.58
3 N 1.814 1.292 -0.559  0.11
4 O -0.560 -0.210 -1.417  -0.07
5 Cl 4.016 -0.347 -0.694  0.80
6 Cl 0.711 -1.896 -0.056  0.56
7 H 0.016 0.431 -0.934  0.05

## Properties
highest occupied orbital energy: -9.09 eV
energy relative to the best compared isomer or geometry (same formula, charge and spin): 57.7 kcal per mole
HOMO-LUMO gap: 9.33 eV
E_tot: -1127.083194 hartree

# 3
Here is a cluster of 2 separate species, C2HCl2NO in total at a distorted geometry from the OMol25 dataset. Energies are from ωB97M-V/def2-TZVPD.

Last column: Löwdin charge in e.
Geometry (Å):
1 C 1.395 -1.133 -0.362  -0.83
2 C -1.400 1.367 0.818  -0.60
3 N 0.508 -1.220 -1.051  0.12
4 O -1.245 0.115 0.762  -0.05
5 Cl 2.754 -1.059 0.473  0.82
6 Cl -1.082 2.213 -0.641  0.56
7 H -0.929 -0.282 0.002  -0.03

## Properties
highest occupied orbital energy: -8.97 eV
energy relative to the best compared isomer or geometry (same formula, charge and spin): 63.9 kcal per mole
HOMO-LUMO gap: 9.17 eV
E_tot: -1127.073312 hartree

# 4
Here is a cluster of 2 separate species, C2HCl2NO3 in total at a distorted geometry from the OMol25 dataset. Energies are from ωB97M-V/def2-TZVPD.

Last column: Löwdin charge in e.
Geometry (Å):
1 C 0.485 -0.315 -0.466  -0.35
2 C 0.590 -0.143 0.960  -1.07
3 N -1.379 0.429 -1.119  -0.31
4 O 1.252 -0.640 -1.292  0.16
5 O -2.128 0.524 -0.212  0.07
6 O -1.367 0.650 -2.302  0.08
7 Cl 1.562 1.275 1.241  0.69
8 Cl 1.354 -1.670 1.558  0.61
9 H -0.368 -0.109 1.631  0.11

## Properties
highest occupied orbital energy (alpha / beta): -9.49 / -9.49 eV
energy relative to the best compared isomer or geometry (same formula, charge and spin): 57.9 kcal per mole
HOMO-LUMO gap (alpha / beta): 8.75 / 8.75 eV
E_tot: -1277.504579 hartree

# 5
Here is a cluster of 2 separate species, C2HCl3FN in total at a distorted geometry from the OMol25 dataset. Energies are from ωB97M-V/def2-TZVPD.

Last column: Löwdin charge in e.
Geometry (Å):
1 N 0.364 -0.396 -0.900  0.21
2 C 0.196 0.233 -1.827  -0.35
3 C -0.198 0.973 -3.023  -1.49
4 Cl 0.054 2.812 -2.671  0.53
5 Cl 0.749 0.401 -4.286  0.72
6 Cl -2.052 0.752 -3.332  0.53
7 F -0.190 0.216 1.426  -0.19
8 H -0.002 -0.495 0.748  0.05

## Properties
highest occupied orbital energy: -12.00 eV
energy relative to the best compared isomer or geometry (same formula, charge and spin): 13.4 kcal per mole
HOMO-LUMO gap: 11.23 eV
E_tot: -1611.957800 hartree
SMILES: N#CC(Cl)(Cl)Cl.F

# 6
Here is a structure of composition C2HCl3I2 at a distorted geometry from the OMol25 dataset. Energies are from ωB97M-V/def2-TZVPD.

Last column: Löwdin charge in e.
Geometry (Å):
1 C -0.147 -0.403 -0.481  -1.25
2 C 1.024 -1.190 -0.897  -1.36
3 Cl -0.575 0.825 -1.661  0.58
4 Cl -1.554 -1.558 -0.278  0.54
5 Cl 1.339 -1.466 -2.514  0.70
6 I 3.145 1.425 -0.044  -0.18
7 I 1.867 -2.461 0.514  0.92
8 H -0.008 0.059 0.498  0.05

## Properties
highest occupied orbital energy (alpha / beta): -8.44 / -8.44 eV
energy relative to the best compared isomer or geometry (same formula, charge and spin): 30.4 kcal per mole
HOMO-LUMO gap (alpha / beta): 5.03 / 5.03 eV
E_tot: -2052.675145 hartree

# 7
Here is a structure of composition C2HCl3I2 at a distorted geometry from the OMol25 dataset. Energies are from ωB97M-V/def2-TZVPD.

Last column: Löwdin charge in e.
Geometry (Å):
1 C -1.115 0.277 -0.011  -1.23
2 C -0.069 -0.633 0.371  -1.34
3 Cl -0.964 0.579 -1.808  0.54
4 Cl -2.680 -0.364 0.439  0.62
5 Cl -0.128 -2.161 -0.301  0.64
6 I 4.397 1.014 0.035  -0.06
7 I 1.830 0.011 0.900  0.79
8 H -1.271 1.278 0.375  0.04

## Properties
highest occupied orbital energy (alpha / beta): -9.26 / -9.03 eV
energy relative to the best compared isomer or geometry (same formula, charge and spin): 25.9 kcal per mole
HOMO-LUMO gap (alpha / beta): 7.41 / 6.20 eV
E_tot: -2052.682425 hartree

# 8
Here is a cluster of 2 separate species, C2HCl3O3 in total at a distorted geometry from the OMol25 dataset. Energies are from ωB97M-V/def2-TZVPD.

Last column: Löwdin charge in e.
Geometry (Å):
1 C 4.438 1.510 0.026  -0.45
2 C 2.062 -0.903 0.154  -1.60
3 O 4.350 0.515 0.595  0.16
4 O -0.966 -0.511 0.628  -0.47
5 O 4.464 2.412 -0.680  0.22
6 Cl 2.427 -0.821 -1.569  0.58
7 Cl 0.927 -0.081 0.860  0.96
8 Cl 2.487 -2.472 0.775  0.58
9 H -1.392 0.145 0.022  0.00

## Properties
highest occupied orbital energy (alpha / beta): -9.00 / -9.43 eV
energy relative to the best compared isomer or geometry (same formula, charge and spin): 75.5 kcal per mole
HOMO-LUMO gap (alpha / beta): 8.15 / 8.59 eV
E_tot: -1682.981813 hartree

# 9
Here is a cluster of 2 separate species, C2HCl3S2 in total at a distorted geometry from the OMol25 dataset. Energies are from ωB97M-V/def2-TZVPD.

Last column: Löwdin charge in e.
Geometry (Å):
1 C 2.367 1.838 0.562  -0.61
2 C -1.199 -0.362 -0.015  -2.00
3 S 3.288 1.272 1.640  0.62
4 S 0.506 -0.901 -0.714  0.52
5 Cl -1.765 0.882 -1.025  0.57
6 Cl -1.120 0.172 1.634  0.54
7 Cl -2.126 -1.932 -0.021  0.45
8 H 0.049 -0.968 -2.061  -0.08

## Properties
highest occupied orbital energy: -9.56 eV
energy relative to the best compared isomer or geometry (same formula, charge and spin): 47.8 kcal per mole
HOMO-LUMO gap: 9.50 eV
E_tot: -2253.646333 hartree

# 10
Here is a cluster of 2 separate species, C2HCl4OPS in total at a distorted geometry from the OMol25 dataset. Energies are from ωB97M-V/def2-TZVPD.

Last column: Löwdin charge in e.
Geometry (Å):
1 O -0.312 -0.052 1.404  -0.49
2 P -1.508 0.332 0.676  -0.44
3 Cl -3.093 -0.336 1.811  0.29
4 Cl -1.855 -0.370 -1.209  0.31
5 Cl -1.739 2.366 0.462  0.26
6 S 1.819 -2.388 0.588  0.78
7 C 1.921 -1.038 -0.196  -0.73
8 C 1.823 0.069 -0.947  -0.58
9 Cl 0.823 1.496 -0.647  0.55
10 H 2.120 -0.079 -1.942  0.04

## Properties
highest occupied orbital energy: -8.59 eV
energy relative to the best compared isomer or geometry (same formula, charge and spin): 23.7 kcal per mole
HOMO-LUMO gap: 7.83 eV
E_tot: -2732.383076 hartree
SMILES: O=P(Cl)(Cl)Cl.S=C=CCl

# 11
Here is the molecule C2HClF2 at a distorted geometry from the OMol25 dataset. Energies are from ωB97M-V/def2-TZVPD.

Last column: Löwdin charge in e.
Geometry (Å):
1 F -0.137 1.050 -1.481  0.14
2 C 0.315 0.272 -0.525  -0.48
3 F 1.594 0.023 -0.662  0.14
4 C -0.453 -0.191 0.458  -0.49
5 Cl 0.170 -1.214 1.697  0.63
6 H -1.489 0.060 0.512  0.07

## Properties
highest occupied orbital energy: -9.69 eV
energy relative to the best compared isomer or geometry (same formula, charge and spin): 0.0 kcal per mole
HOMO-LUMO gap: 10.59 eV
E_tot: -736.701071 hartree
SMILES: FC(F)=CCl

# 12
Here is a cluster of 2 separate species, C2HClFN in total at a distorted geometry from the OMol25 dataset. Energies are from ωB97M-V/def2-TZVPD.

Last column: Löwdin charge in e.
Geometry (Å):
1 C 1.764 0.618 0.029  -0.09
2 C -1.445 -0.767 0.491  -0.55
3 N 1.355 -0.367 -0.432  0.05
4 F -1.902 -1.730 -0.280  -0.09
5 Cl -1.738 0.663 -0.339  0.61
6 H 1.966 1.584 0.531  0.08

## Properties
highest occupied orbital energy: -10.12 eV
energy relative to the best compared isomer or geometry (same formula, charge and spin): 61.7 kcal per mole
HOMO-LUMO gap: 9.86 eV
E_tot: -691.494866 hartree